{"formula": "C40H77FNO12P2S", "method": "ωB97M-V with the def2-TZVPD basis set", "elements": ["C", "C", "C", "C", "C", "C", "C", "C", "C", "C", "C", "C", "P", "S", "C", "F", "N", "P", "C", "C", "C", "H", "H", "H", "H", "H", "H", "H", "H", "H", "H", "H", "H", "H", "H", "H", "H", "H", "H", "H", "H", "H", "H", "H", "H", "H", "H", "H", "H", "H", "O", "C", "O", "C", "C", "C", "H", "H", "H", "H", "H", "H", "H", "H", "O", "C", "O", "C", "C", "C", "H", "H", "H", "H", "H", "H", "H", "H", "O", "C", "O", "C", "C", "C", "H", "H", "H", "H", "H", "H", "H", "H", "O", "C", "O", "C", "C", "C", "H", "H", "H", "H", "H", "H", "H", "H", "O", "C", "O", "C", "C", "C", "H", "H", "H", "H", "H", "H", "H", "H", "O", "C", "O", "C", "C", "C", "H", "H", "H", "H", "H", "H", "H", "H"], "xyz": [[-7.255, 1.218, -0.030], [-6.149, 1.653, 0.958], [-5.013, 2.496, 0.340], [-4.461, 2.015, -1.018], [-3.067, 1.337, -0.896], [-3.141, 0.162, 0.118], [-2.413, -1.136, -0.339], [-2.626, -1.493, -1.826], [-1.454, -1.245, -2.750], [-0.213, -0.861, -2.305], [0.869, -0.674, -3.171], [0.653, -0.889, -4.522], [2.036, -0.716, -5.745], [3.469, 0.304, -4.925], [-0.604, -1.235, -4.936], [-0.777, -1.385, -6.236], [-1.630, -1.410, -4.098], [-3.204, -1.856, -4.923], [-3.966, -3.326, -4.100], [-4.265, -0.333, -4.664], [-4.199, 0.470, -6.010], [-8.152, 0.862, 0.492], [-7.505, 1.978, -0.780], [-6.879, 0.338, -0.582], [-5.794, 0.749, 1.476], [-6.642, 2.245, 1.746], [-4.184, 2.551, 1.073], [-5.409, 3.512, 0.211], [-5.145, 1.391, -1.611], [-4.285, 2.918, -1.629], [-2.416, 2.112, -0.464], [-2.640, 1.067, -1.874], [-4.154, -0.111, 0.428], [-2.625, 0.498, 1.029], [-1.374, -1.073, -0.004], [-2.853, -1.957, 0.246], [-3.477, -0.904, -2.195], [-2.834, -2.571, -1.869], [-0.001, -0.679, -1.257], [1.843, -0.400, -2.769], [1.541, -0.055, -6.893], [2.424, -2.014, -6.146], [-4.690, -3.783, -4.783], [-3.237, -4.047, -3.711], [-4.541, -2.984, -3.225], [-5.299, -0.620, -4.446], [-3.861, 0.311, -3.873], [-5.190, 0.778, -6.355], [-3.793, -0.168, -6.810], [-3.498, 1.309, -5.935], [-2.207, 3.202, 2.198], [-2.171, 3.397, 3.389], [-3.314, 3.416, 4.084], [-3.367, 3.435, 5.520], [-3.289, 4.850, 6.053], [-0.871, 3.708, 4.084], [-2.605, 2.785, 5.950], [-4.328, 3.001, 5.790], [-2.341, 5.325, 5.795], [-3.393, 4.854, 7.138], [-4.081, 5.462, 5.621], [-0.678, 4.778, 4.017], [-0.076, 3.171, 3.571], [-0.840, 3.391, 5.123], [2.608, -1.996, 2.305], [3.075, -2.617, 1.391], [2.851, -2.193, 0.128], [3.515, -2.721, -1.024], [2.794, -3.942, -1.559], [3.827, -3.906, 1.612], [4.569, -2.917, -0.821], [3.488, -1.929, -1.774], [2.789, -4.757, -0.835], [3.266, -4.300, -2.474], [1.750, -3.700, -1.772], [3.115, -4.730, 1.652], [4.345, -3.838, 2.565], [4.584, -4.109, 0.857], [3.287, 4.084, 4.098], [3.656, 3.388, 3.189], [3.430, 3.775, 1.924], [4.006, 3.122, 0.780], [3.153, 1.952, 0.332], [4.284, 2.037, 3.441], [5.034, 2.837, 0.970], [4.036, 3.869, -0.008], [3.090, 1.180, 1.102], [3.569, 1.504, -0.573], [2.133, 2.283, 0.128], [3.497, 1.290, 3.539], [4.842, 2.091, 4.374], [4.989, 1.730, 2.671], [1.402, -5.586, -4.901], [0.409, -5.508, -5.574], [-0.266, -6.620, -5.895], [-1.559, -6.618, -6.511], [-1.455, -6.530, -8.020], [-0.040, -4.181, -6.140], [-2.191, -5.832, -6.092], [-2.019, -7.565, -6.235], [-0.987, -5.596, -8.337], [-2.443, -6.592, -8.476], [-0.838, -7.342, -8.404], [0.473, -4.001, -7.085], [0.238, -3.410, -5.430], [-1.116, -4.105, -6.284], [6.268, 2.989, -0.860], [7.416, 2.632, -0.903], [7.876, 2.029, -2.010], [9.261, 1.754, -2.248], [9.677, 0.431, -1.640], [8.325, 2.767, 0.295], [9.888, 2.581, -1.911], [9.371, 1.705, -3.331], [9.571, 0.438, -0.554], [10.716, 0.207, -1.882], [9.046, -0.374, -2.018], [8.201, 1.893, 0.935], [8.030, 3.657, 0.847], [9.374, 2.890, 0.040], [-4.373, 1.558, 8.462], [-3.367, 1.513, 9.116], [-2.182, 1.744, 8.514], [-0.952, 1.920, 9.227], [-0.282, 0.593, 9.514], [-3.390, 1.117, 10.571], [-1.105, 2.512, 10.130], [-0.314, 2.514, 8.573], [-0.896, -0.036, 10.159], [0.682, 0.747, 10.000], [-0.123, 0.041, 8.587], [-3.344, 0.031, 10.644], [-4.326, 1.463, 11.002], [-2.590, 1.560, 11.160]], "forces_ev_per_a": [[0.67, -0.74, -0.14], [-0.78, 0.11, 0.14], [-0.20, -0.42, 0.29], [0.97, 0.52, -0.72], [-0.89, 0.36, 1.04], [1.07, -0.25, -0.19], [-0.55, 0.16, 0.63], [0.57, -0.01, 0.27], [0.01, 0.28, 0.50], [1.01, 0.31, 0.37], [-0.75, -0.35, 0.11], [0.79, -0.07, -0.72], [1.11, 1.06, 0.71], [-0.04, -0.23, -0.04], [0.59, 0.29, 0.02], [-0.47, 0.04, 0.21], [-1.03, -0.41, 0.14], [-0.69, -0.38, -1.56], [-0.26, 0.95, 1.66], [0.62, 0.25, -0.56], [0.29, -0.59, -0.12], [0.14, 0.34, -0.10], [-0.07, -0.02, 0.34], [-0.23, 0.29, -0.05], [0.11, 0.27, -0.18], [0.35, -0.03, -0.15], [-0.41, 0.19, -0.41], [0.15, -0.20, 0.05], [-0.03, 0.04, 0.38], [-0.21, -0.28, 0.04], [0.05, -0.31, -0.23], [-0.22, -0.03, 0.15], [0.03, 0.29, -0.41], [-0.34, -0.15, -0.09], [-0.10, -0.21, -0.40], [0.26, 0.15, -0.13], [0.02, -0.48, -0.01], [-0.15, 0.32, -0.23], [-0.37, -0.16, -0.12], [-0.11, 0.08, -0.33], [-0.39, -0.57, 0.20], [-0.59, 0.06, -0.06], [0.50, 0.10, -0.17], [-0.07, 0.05, -0.47], [0.07, -0.29, -0.22], [0.30, -0.10, 0.19], [-0.36, -0.31, 0.09], [0.25, 0.26, 0.29], [-0.20, 0.14, 0.18], [-0.45, 0.01, 0.05], [-0.17, -0.16, -0.07], [0.26, 0.30, 0.10], [-0.24, -0.31, -0.25], [-0.01, 0.20, 0.35], [0.14, 0.13, -0.13], [0.18, -0.50, 0.18], [0.02, 0.02, -0.06], [0.02, -0.08, -0.18], [0.03, -0.04, 0.08], [-0.02, -0.04, -0.02], [-0.05, -0.06, 0.06], [0.01, -0.01, 0.02], [-0.01, 0.19, -0.15], [-0.09, 0.20, 0.06], [-0.06, 0.15, -0.18], [-0.01, -0.34, 0.23], [-0.07, 0.50, -0.12], [-0.09, -0.33, -0.15], [0.00, -0.08, 0.07], [0.50, 0.17, -0.04], [-0.03, -0.03, 0.08], [0.01, 0.12, 0.15], [0.08, -0.01, -0.03], [-0.05, 0.00, -0.01], [0.03, 0.03, -0.07], [0.01, 0.00, -0.03], [-0.20, -0.01, 0.08], [-0.15, -0.11, -0.11], [-0.05, 0.05, -0.15], [-0.11, -0.28, 0.13], [-0.05, 0.36, -0.03], [-0.32, -0.23, 0.01], [-0.12, -0.14, 0.16], [0.51, 0.10, 0.03], [-0.04, 0.00, 0.11], [0.01, 0.14, 0.17], [0.06, -0.04, -0.05], [0.05, 0.05, 0.00], [0.04, 0.06, -0.05], [0.02, -0.02, -0.05], [-0.20, 0.02, 0.09], [-0.17, -0.10, -0.11], [-0.09, -0.02, 0.05], [0.21, 0.04, -0.21], [-0.01, -0.17, 0.34], [-0.14, 0.00, -0.33], [0.15, 0.12, -0.05], [-0.44, -0.04, 0.27], [0.08, 0.06, -0.01], [0.16, -0.01, 0.13], [-0.09, 0.03, 0.00], [0.01, -0.02, 0.02], [-0.07, -0.05, 0.04], [-0.06, -0.01, -0.02], [0.32, -0.17, 0.03], [0.03, -0.03, -0.24], [0.29, -0.14, -0.36], [0.05, -0.11, 0.25], [-0.19, 0.16, -0.31], [0.25, -0.21, 0.07], [-0.10, -0.04, 0.17], [0.21, 0.47, -0.09], [-0.06, 0.00, 0.08], [-0.19, 0.07, 0.00], [0.09, 0.05, 0.00], [-0.02, 0.01, -0.01], [0.04, 0.03, -0.09], [0.04, -0.02, -0.02], [-0.16, -0.11, 0.04], [0.02, -0.21, 0.02], [0.16, 0.11, -0.18], [-0.11, -0.30, 0.22], [-0.04, 0.31, -0.30], [0.23, -0.17, 0.15], [-0.12, -0.15, 0.03], [0.00, 0.46, 0.24], [-0.08, -0.06, 0.01], [-0.16, 0.02, -0.10], [0.04, 0.06, 0.07], [-0.01, 0.02, -0.02], [0.05, 0.08, -0.01], [0.03, 0.01, 0.00], [-0.09, -0.16, -0.13], [0.12, -0.17, -0.04]], "lowdin_charge": [-0.1216, -0.2608, -0.1978, -0.2078, -0.1886, -0.1656, -0.1637, -0.1327, -0.1763, 0.0392, -0.0080, -0.3041, 0.4038, 0.1821, -0.3790, 0.0761, -0.0401, 1.0578, -0.2692, -0.3579, -0.1561, 0.0701, 0.0757, 0.0557, 0.0921, 0.1050, 0.0893, 0.1144, 0.0889, 0.1081, 0.1105, 0.0841, 0.1001, 0.1148, 0.0983, 0.1174, 0.0995, 0.1137, 0.1260, 0.0863, -0.0025, -0.0048, 0.0501, 0.0478, 0.0356, 0.0895, 0.0562, 0.0747, 0.0411, 0.0740, 0.0768, -0.5207, 0.0067, -0.2231, -0.0557, 0.0231, 0.1020, 0.1220, 0.0690, 0.0810, 0.0839, 0.1029, 0.0872, 0.0719, 0.1061, -0.5293, -0.0212, -0.2331, -0.0565, 0.0164, 0.1180, 0.1043, 0.0730, 0.0858, 0.0702, 0.0983, 0.0939, 0.0731, 0.0937, -0.5350, 0.0045, -0.2379, -0.0564, 0.0143, 0.0840, 0.1197, 0.0629, 0.0741, 0.0793, 0.0935, 0.0895, 0.0677, 0.1097, -0.5219, 0.0130, -0.2273, -0.0570, 0.0056, 0.1031, 0.1269, 0.0685, 0.0858, 0.0891, 0.1067, 0.0491, 0.0625, 0.0909, -0.5080, 0.0054, -0.2297, -0.0640, 0.0189, 0.1152, 0.1239, 0.0673, 0.0841, 0.0824, 0.0961, 0.0949, 0.0731, 0.1057, -0.5256, -0.0189, -0.2327, -0.0634, 0.0144, 0.1146, 0.1218, 0.0682, 0.0838, 0.0840, 0.0977, 0.0929, 0.0720], "homo_lumo_gap_ev": 7.21, "lumo_energy_ev": -3.98, "total_charge": 1, "multiplicity": 1, "fmax_ev_per_a": 1.931}